1.
Here is a cluster of 9 separate species, C31H59N3O12S in total from the Open Molecules 2025 dataset. Energies are from ωB97M-V/def2-TZVPD.

The geometry in XYZ format:
```
106
Properties=species:S:1:pos:R:3
S -0.6026 -0.1292 -1.7933
O -4.5415 4.8319 0.0093
O 3.9092 -0.0308 -2.3715
O -2.1540 1.8125 -0.8533
O -8.5218 -1.4944 -3.5211
O 2.1497 -0.6145 6.6155
O 0.9634 -3.6636 -2.4999
O 5.3205 -4.7431 -4.4115
O 3.3096 -0.7119 1.2896
O 1.8281 -0.4266 -0.3491
O -0.9322 -1.9939 2.6158
O -5.4985 1.6303 -5.4172
O 7.0091 1.5308 7.5319
N -0.9055 2.8958 0.5947
N -0.1609 1.8405 0.0828
N 3.0255 1.3970 0.4014
C 2.5116 -0.1061 4.3178
C -5.4721 5.5743 -0.2082
C 0.9123 -1.3598 0.2388
C 6.6972 -2.9644 -5.1762
C -2.0529 2.8394 0.0020
C -0.3059 -1.4997 -0.6750
C -5.5782 6.3478 -1.4979
C -3.7339 1.6846 -3.8220
C 2.8072 -5.1627 -2.5497
C 2.7591 0.0388 5.7978
C -2.8854 -2.7776 3.7203
C 7.2260 1.2687 8.6907
C 5.9887 -4.2899 -5.3111
C -9.5336 0.0868 -4.9804
C 2.0742 -3.9032 -2.9285
C 3.8097 1.0390 6.2146
C -0.9249 1.2267 -0.7622
C 2.7675 -2.9446 -3.8575
C 4.3463 1.1438 -1.7158
C 3.2749 1.8948 -0.9593
C -2.0836 -0.3380 3.8714
C -9.4168 -0.7021 -3.6982
C -5.5435 -0.1398 -3.8305
C 2.7877 -0.0026 0.4942
C 6.1504 -5.0194 -6.6229
C 8.3645 1.9110 9.4481
C -6.5777 5.7677 0.7986
C 6.3733 0.2827 9.4540
C -1.8726 -1.7304 3.3299
C -10.4704 -0.4503 -2.6454
C -4.9775 1.1108 -4.4559
H -8.7209 -0.1793 -5.6514
H 7.2045 -5.2344 -6.8035
H 5.1779 0.8848 -1.0661
H -1.1817 -1.7339 -0.0830
H -3.8790 -2.4815 3.3802
H -3.9311 1.9466 -2.7831
H 7.9787 2.4620 10.3072
H 2.1847 -5.7525 -1.8798
H -6.4971 6.0780 -2.0202
H -9.4840 1.1559 -4.7684
H 5.5938 -5.9528 -6.5925
H 2.1666 1.8213 0.7447
H 3.5373 2.0366 5.8665
H -1.2909 0.3174 3.5177
H 4.7326 1.8337 -2.4689
H 2.1225 -2.0897 -4.0407
H 2.3662 1.9510 -1.5656
H -2.0748 -0.3569 4.9621
H 5.9123 0.7727 10.3131
H 7.7725 -3.1007 -5.3019
H 3.8928 1.0496 7.2984
H -2.6190 -3.7295 3.2680
H 5.5946 -0.1087 8.8041
H -10.4571 0.5991 -2.3465
H 2.9531 0.0132 -2.4740
H 3.4222 -0.4132 3.8049
H -2.9074 -2.8878 4.8054
H -2.9206 0.9579 -3.8520
H -11.4591 -0.6855 -3.0420
H 2.1876 0.8490 3.8997
H -0.1359 -2.3371 -1.3500
H 2.9904 -3.4412 -4.8024
H -5.8121 0.0494 -2.7898
H -10.2741 -1.0742 -1.7770
H -6.6350 6.8167 1.0922
H 3.6984 -2.5988 -3.4113
H -3.0471 0.0506 3.5374
H 1.7390 -0.8532 4.1482
H -6.4291 -0.4562 -4.3716
H -3.4354 2.5771 -4.3685
H 4.7775 0.7743 5.7878
H 9.0535 1.1453 9.8076
H 8.8975 2.5948 8.7925
H 5.7765 -4.4030 -7.4420
H -4.8035 -0.9414 -3.8571
H 0.6023 -1.0211 1.2169
H -4.7252 6.1210 -2.1323
H 6.3425 -2.2715 -5.9408
H 6.9885 -0.5431 9.8145
H -10.4872 -0.1283 -5.4653
H -7.5342 5.4764 0.3622
H 6.5010 -2.5433 -4.1933
H -2.8708 3.5220 0.1388
H -6.3829 5.1588 1.6777
H 3.0362 -5.7441 -3.4420
H 3.6350 2.9141 -0.8557
H 3.7439 -4.9127 -2.0523
H -5.5982 7.4184 -1.2897
H 1.3915 -2.3286 0.3269
```

Computed properties:
* charge: 0
* gap between HOMO and LUMO: 9.3 eV
* SMILES: O=C(NCCO)OCCSc1nnco1.CC(C)=O.CC(C)=O.CC(C)=O.CC(C)=O.CC(C)=O.CC(C)=O.CC(C)=O.CC(C)=O
* LUMO energy: 0.35 eV
* HOMO energy: -8.932 eV
* E_tot: -72977.963 eV
* 2S+1: 1

Atomic partial charges in e from the Mulliken method, atoms 1 to 4: atom 1 (S): -0.327, atom 2 (O): -0.497, atom 3 (O): -0.442, atom 4 (O): -0.164

2.
Here is a cluster of 10 separate species, C31H60N2O11S3 in total from the Open Molecules 2025 dataset. Energies are from ωB97M-V/def2-TZVPD.

The geometry in XYZ format:
```
107
Properties=species:S:1:pos:R:3
S -3.1176 2.7403 2.7093
S -2.9029 3.2083 -3.4232
S 3.9683 0.2381 2.1123
O 1.1612 -1.0831 -0.9782
O -4.2392 3.1430 -3.9631
O -1.4014 -2.3486 3.4896
O 6.3790 -1.1735 -1.3550
O 5.0313 1.1090 2.5222
O 3.2278 0.4979 0.8939
O -2.5390 2.3512 1.4509
O -1.8954 2.2011 -3.6398
O -3.3770 4.1265 2.9989
O -0.3819 -5.5724 -0.6199
O 0.9435 4.0876 -1.9180
N -3.6525 -2.6875 -3.9543
N -0.0013 -2.4771 -5.7902
C 2.5408 -1.5391 3.5443
C 4.1242 -1.5318 -2.0251
C -0.6697 -0.5398 -4.1759
C 0.5217 -4.8976 -1.0122
C -2.8197 5.7763 -2.7746
C 0.2905 -0.3614 -0.5189
C -3.0082 3.5131 -1.6654
C -1.3669 -4.6740 3.0184
C 5.3800 -0.6982 -1.8801
C 2.4515 2.7440 -3.1874
C -3.0659 5.0248 -1.4324
C -4.5082 1.0311 4.2575
C 4.4816 -1.4751 1.9729
C -0.6779 -0.9678 0.4447
C -2.9820 -3.2193 -1.4623
C -2.2118 4.8175 -3.7883
C 3.2620 4.4139 -1.4588
C -3.3529 -2.9269 -2.8570
C 5.3517 0.7516 -2.3703
C -2.2053 1.9902 4.0638
C 2.0847 3.7388 -2.1155
C 3.2297 -2.2399 2.3666
C 2.8177 -0.0309 3.4923
C 0.2108 1.1012 -0.8538
C -4.6805 1.8896 2.9912
C 1.5296 -4.2874 -0.0701
C -1.8239 -3.4428 3.7660
C -0.3159 -1.6239 -5.0898
C -3.2577 1.4991 5.0365
C 0.7538 -4.6339 -2.4750
C -2.6733 -3.6872 4.9790
H 3.9202 3.6746 -0.9994
H 3.8332 4.8820 -2.2713
H -3.8019 -3.7887 -1.0311
H 0.2004 1.1883 -1.9400
H -4.3969 -0.0222 4.0236
H -4.0031 5.3086 -0.9715
H 4.8472 -1.5545 0.9521
H -5.4276 2.6611 3.1333
H -3.4613 2.2131 5.8345
H 3.4696 0.2017 4.3315
H 2.7536 1.8295 -2.6362
H 2.5249 -4.6702 -0.3036
H -1.4970 2.7223 4.4356
H 4.6769 0.7335 -3.2343
H -2.0627 6.5328 -2.5887
H -0.3439 -0.5973 1.4281
H -2.2657 -5.1752 2.6281
H 3.0044 5.2254 -0.7884
H -2.2954 -4.5228 5.5642
H -1.1480 4.7004 -3.5632
H -2.0593 -3.8038 -1.4715
H -0.1365 0.3514 -4.5027
H 2.5854 -2.2505 1.4826
H -2.3321 5.0048 -4.8507
H 3.4670 -3.2883 2.5473
H -0.6519 1.5205 -0.3498
H 3.3782 3.0371 -3.6815
H -1.7469 -0.4116 -4.2085
H -1.7103 1.1111 3.6555
H -3.7322 2.8628 -1.1805
H -2.8440 0.6285 5.5426
H 2.8427 -1.9578 4.5007
H 3.3932 -1.0545 -2.6712
H -5.3387 1.2504 4.9253
H -3.7351 6.1878 -3.1922
H 1.1884 -4.4773 0.9444
H -0.3188 -0.7317 -3.1666
H -2.0539 3.1621 -1.2716
H 1.5478 -3.2129 -0.2556
H -2.7520 -2.3126 -0.9083
H -3.7167 -3.8697 4.6990
H -1.6584 -0.4813 0.4004
H -2.1988 5.2342 -0.8152
H 1.9686 0.6251 3.3557
H -0.9008 -5.3805 3.7028
H -0.7156 -2.0489 0.4680
H -0.7616 -4.4264 2.1557
H -0.1289 -4.6045 -3.1182
H 4.4039 -2.4768 -2.5027
H 5.2934 -1.6512 2.6824
H 6.3525 1.0110 -2.6960
H 4.8709 1.4172 -1.6581
H 1.3489 -5.4744 -2.8577
H 1.7291 2.3172 -3.8760
H -4.9136 1.2593 2.1379
H -2.7345 -2.8154 5.6334
H 1.4679 -1.7145 3.4358
H 3.6986 -1.7760 -1.0555
H 1.1652 1.5350 -0.5534
H 1.2986 -3.7122 -2.6849
```

Computed properties:
* energy above the lowest of the compared OMol25 structures with the same formula, charge and spin: 87.8 kJ/mol
* charge: 0
* gap between HOMO and LUMO: 9.6 eV
* SMILES: O=S1(=O)CCCC1.O=S1(=O)CCCC1.O=S1(=O)CCCC1.CC(C)=O.CC(C)=O.CC(C)=O.CC(C)=O.CC(C)=O.CC#N.CC#N
* LUMO energy: 0.02 eV
* HOMO energy: -9.528 eV
* E_tot: -91126.228 eV
* 2S+1: 1

Atomic partial charges in e from the Mulliken method, atoms 1 to 4: atom 1 (S): 1.020, atom 2 (S): 0.979, atom 3 (S): 1.024, atom 4 (O): 0.037

3.
Here is a cluster of 4 separate species, C31H60N3O4P in total from the Open Molecules 2025 dataset. Energies are from ωB97M-V/def2-TZVPD.

The geometry in XYZ format:
```
99
Properties=species:S:1:pos:R:3
P 0.8356 2.3881 0.7886
O 4.2703 -0.7979 -1.3898
O 4.0712 -3.9896 4.2000
O 0.3886 1.9134 -2.9486
O -4.7754 -0.5597 -3.1470
N 2.1294 -1.9033 3.6883
N -3.3634 -2.5727 -1.5989
N 1.8636 -1.6643 -2.7633
C -5.4800 -1.4714 -2.3294
C -0.7714 6.9866 1.3183
C 0.2582 6.0416 1.2909
C -0.4261 1.7200 -1.7641
C 3.2146 -2.1771 2.7371
C -1.9219 6.8016 2.0679
C -1.8987 1.2741 1.8916
C 3.8656 -0.1876 -2.6041
C 3.7370 -2.1658 -4.2390
C -2.2082 -1.4402 2.3752
C -3.3486 -0.6579 2.1869
C 0.1364 4.8780 2.0670
C 1.4531 6.3211 0.4379
C 4.4070 -2.8689 3.4084
C -0.7608 0.4929 2.0787
C -4.6985 -1.2854 2.1723
C -2.0611 5.6435 2.8181
C -4.7426 -3.7671 -3.2134
C -1.5889 0.8057 -2.1103
C -4.8884 -0.7716 -4.5407
C 5.4129 -1.6230 -1.4798
C -3.1737 0.7052 1.9512
C 0.6463 1.0208 2.0073
C 2.6595 -2.9234 1.5279
C -4.7421 -2.7872 -2.0446
C 2.9827 -1.0666 -3.4970
C 3.9237 -5.2103 3.4997
C 0.4677 1.1668 -0.6654
C -0.9310 -0.8751 2.3134
C 1.1668 3.8061 2.1026
C -1.0392 4.6993 2.8051
H -1.2258 -0.0025 -2.7266
H -3.3710 -2.0112 -0.7507
H -6.4757 -1.6644 -2.7519
H 4.6306 -5.2788 2.6676
H -2.9039 -1.9816 -2.2868
H -0.8133 2.6998 -1.4902
H 5.1483 -2.6514 -1.7403
H 2.0252 -2.2594 0.9386
H 5.1656 -3.1467 2.6641
H -0.2741 3.1715 0.3517
H 1.1983 6.9905 -0.3715
H 4.1329 -6.0163 4.2022
H -4.0429 1.3190 1.7883
H 1.2577 0.2085 1.6378
H 1.9158 -2.7705 4.1736
H -2.7040 7.5372 2.0713
H 4.7457 0.1767 -3.1512
H 3.4632 -3.2766 0.8786
H 6.1290 -1.2359 -2.2103
H 2.2255 6.8088 1.0262
H -4.9061 -1.7586 1.2192
H 2.0469 -3.7784 1.8148
H -5.2804 -3.2639 -1.2190
H 4.8710 -2.1574 4.0964
H -0.0703 -1.5102 2.4343
H 2.1294 4.2315 1.8539
H 3.2819 0.6860 -2.3151
H -4.1354 -1.4722 -4.9098
H -5.6247 -0.9507 -1.3786
H 0.0593 0.2305 -0.3083
H 3.5843 -1.2127 2.3737
H -2.9306 5.4533 3.4198
H 2.9076 -5.3434 3.1203
H -5.8840 -1.1386 -4.8077
H -2.3468 1.3398 -2.6734
H 1.2518 3.4510 3.1245
H -4.7724 -2.0639 2.9215
H -4.7279 0.1886 -5.0303
H 2.1439 2.6060 0.2816
H 1.8874 5.4212 0.0323
H -1.8133 2.3251 1.6756
H 4.6623 -1.7862 -4.6773
H -2.3213 -2.5002 2.5301
H -0.6679 7.8808 0.7244
H -5.7315 -3.8404 -3.6708
H -5.4890 -0.5775 2.3757
H 0.2573 2.8026 -3.2747
H 3.1194 -2.5645 -5.0433
H 2.5554 -0.3967 -4.2481
H 5.8892 -1.6359 -0.4987
H 1.0142 1.2610 2.9972
H 1.2839 -0.9270 -2.3728
H 1.4199 0.9308 -1.1157
H -1.1345 3.8174 3.4157
H -4.0293 -3.4751 -3.9835
H 2.2418 -2.1514 -1.9551
H -2.0416 0.4047 -1.2133
H 2.4714 -1.2812 4.4156
H -4.4540 -4.7594 -2.8683
H 3.9857 -2.9995 -3.5821
```

Computed properties:
* charge: 0
* gap between HOMO and LUMO: 8.5 eV
* SMILES: Cc1ccc(C[PH2](Cc2ccccc2C)C[C@H](C)O)cc1.COC[C@@H](C)N.COC[C@@H](C)N.COC[C@@H](C)N
* LUMO energy: 0.70 eV
* HOMO energy: -7.754 eV
* E_tot: -55066.098 eV
* 2S+1: 1

Atomic partial charges in e from the Mulliken method, atoms 1 to 4: atom 1 (P): 0.556, atom 2 (O): -0.202, atom 3 (O): -0.406, atom 4 (O): -0.552

4.
Here is a cluster of 10 separate species, C31H60O30 in total from the Open Molecules 2025 dataset. Energies are from ωB97M-V/def2-TZVPD.

The geometry in XYZ format:
```
121
Properties=species:S:1:pos:R:3
O -2.7660 -8.2197 -2.6222
O -7.3024 3.7171 -2.5315
O -5.9441 -3.7566 4.7174
O 2.0670 -2.8981 -1.2741
O 8.3660 6.5756 -5.2328
O 2.9091 8.2086 -1.9977
O 7.3025 5.2606 -6.6337
O 3.1303 -2.4791 -3.1676
O -1.4588 7.3808 8.4205
O 2.9296 0.1175 9.3967
O -5.9806 4.9301 -1.1354
O -3.5592 -9.5698 10.2684
O 3.5278 0.7158 7.4109
O -3.5115 8.4767 8.5154
O 7.1135 7.6256 -6.8411
O -5.2477 3.1661 -2.3890
O -2.5382 -6.5966 -3.9947
O 2.2633 9.6739 -3.5709
O 3.9501 -2.0177 -13.1681
O 2.5182 -1.3449 7.6412
O -7.9866 -2.6670 5.0481
O -3.1670 6.4132 7.5263
O 0.8534 8.8000 -1.9451
O 5.1976 -2.7309 -14.8875
O 3.3411 -1.6045 -15.2947
O -2.0906 -8.7752 8.8033
O -2.1071 -8.7397 -4.7821
O -6.3519 -2.5431 6.5842
O -1.9966 -11.0184 9.2808
O 3.0500 -0.9092 -1.4922
C 4.1280 0.3844 6.1796
C -6.3406 -4.1554 3.4715
C 2.2680 -0.8093 -15.0642
C -0.8563 -8.6761 8.1288
C -0.3194 9.4031 -2.4303
C -4.0003 -10.5866 11.2630
C -2.0835 5.1898 5.7687
C 2.4499 -0.7475 10.4205
C -2.4407 -7.9526 -3.8482
C -2.4786 -9.8892 9.3927
C 6.1303 -3.3052 -14.0185
C -6.1652 4.0378 -1.9150
C -2.7939 -9.5921 -2.0723
C 7.5776 6.6149 -6.3167
C -2.2329 5.4622 7.3311
C 2.0686 8.9960 -2.5422
C -3.8412 3.4142 -2.1727
C -6.8114 -2.9308 5.3876
C 1.4172 -2.6510 -0.0444
C 4.1479 -2.0641 -14.3568
C 6.7171 4.8467 -7.8836
C 2.6004 7.1040 -1.1552
C -2.3438 -6.0868 -5.2482
C -2.7559 7.5168 8.1601
C 2.9636 -0.2730 8.1184
C -8.3985 4.5977 -2.7610
C 4.0254 -1.7284 -4.0256
C -0.9770 6.0435 7.9433
C -5.0111 -2.9506 7.0694
C 8.7147 7.8584 -4.6719
C 2.7717 -2.0124 -1.9449
H -5.0789 -10.4948 11.3904
H -0.1589 10.4811 -2.4433
H -2.9058 -6.6316 -6.0067
H 3.7237 -1.7734 -5.0720
H -3.6434 2.9802 -1.1926
H 5.2127 0.2796 6.2031
H -1.0585 -9.3787 7.3204
H 6.7205 -2.5922 -13.4427
H 2.4708 0.0401 -14.4120
H -0.2486 6.2618 7.1623
H 8.4717 8.7628 -5.2297
H -3.5607 4.4675 -2.1761
H -0.6088 -7.7262 7.6549
H -3.0416 5.0047 5.2831
H -0.4773 5.2930 8.5558
H -0.5384 9.0974 -3.4534
H 1.3956 -1.0159 10.3537
H 9.7981 7.9472 -4.5918
H 3.5876 6.8361 -0.7784
H 1.3804 -1.3806 -14.7923
H 6.6888 3.7818 -8.1144
H 2.2278 6.2904 -1.7776
H 7.2106 5.3499 -8.7150
H -3.9066 -11.5911 10.8505
H -9.0904 4.0418 -3.3937
H -4.9595 -3.6919 7.8668
H -2.4555 4.4937 7.7791
H 1.9899 7.3108 -0.2762
H -2.3326 -9.6151 -1.0851
H -2.0336 -10.1217 -2.6464
H -1.3840 4.3865 5.5376
H 6.8187 -3.7172 -14.7564
H 1.2929 -1.5705 0.0266
H -4.3533 -3.3708 6.3086
H 2.0491 -0.3335 -16.0202
H 3.9161 1.2379 5.5357
H 0.4809 -3.1949 0.0806
H -3.6482 -10.5551 12.2941
H -0.0236 -9.0199 8.7422
H -8.1165 5.3763 -3.4697
H -1.5831 5.9850 5.2161
H -3.3355 2.7810 -2.9017
H 1.9699 -2.8947 0.8630
H -7.3243 -4.6110 3.5852
H -4.4727 -2.0597 7.3926
H -1.1521 9.0627 -1.8148
H -8.8092 5.0504 -1.8585
H 5.0635 -2.0540 -4.0923
H -1.2985 -6.0578 -5.5557
H 5.6173 -4.0867 -13.4581
H -2.6698 -5.0488 -5.1814
H 2.9390 -1.7053 10.5976
H 4.1615 -0.7254 -3.6212
H 5.6633 5.1182 -7.8219
H 8.2578 7.9278 -3.6847
H -6.2656 -3.3155 2.7808
H -3.7160 -10.1414 -2.2621
H 2.4825 -0.1523 11.3330
H -5.6779 -4.9260 3.0779
H 3.6970 -0.3417 5.4903
```

Computed properties:
* energy above the lowest of the compared OMol25 structures with the same formula, charge and spin: 714.0 kJ/mol
* charge: 0
* gap between HOMO and LUMO: 10.6 eV
* SMILES: C[C@H]1COC(=O)O1.COC(=O)OC.COC(=O)OC.COC(=O)OC.COC(=O)OC.COC(=O)OC.COC(=O)OC.COC(=O)OC.COC(=O)OC.COC(=O)OC
* LUMO energy: 0.03 eV
* HOMO energy: -10.616 eV
* E_tot: -94538.037 eV
* 2S+1: 1

Atomic partial charges in e from the Mulliken method, atoms 1 to 4: atom 1 (O): -0.295, atom 2 (O): -0.300, atom 3 (O): -0.314, atom 4 (O): -0.313

What is the gap between HOMO and LUMO in the third record?
8.5 eV